The following is a DFT calculation (wB97M-V/def2-TZVPD) of a cluster of 11 separate species, C32H94N8O11 in total at a distorted geometry.

E_LUMO in eV: 0.30
Energy above the lowest of the compared OMol25 structures with the same formula, charge and spin in kcal/mol: 98.9
DFT total energy in eV: -69142.562

XYZ file:
```
145
C32H94N8O11 | the OMol25 dataset | wB97M-V/def2-TZVPD
C -3.59445 -2.56030 -3.51327
O -2.60108 -3.32837 -2.85636
C -1.34963 -2.82864 -2.42248
C -0.15378 -3.42441 -3.25897
C -0.32181 -4.97558 -3.68335
N 0.98785 -3.35191 -2.43462
H -4.47613 -3.15320 -3.75662
H -3.13538 -2.14913 -4.41232
H -3.92215 -1.80874 -2.79503
H -1.25591 -1.74354 -2.37924
H -1.30911 -3.08434 -1.36367
H 0.05110 -2.84657 -4.16021
H -0.26909 -5.83374 -3.01336
H 0.29883 -5.17456 -4.55704
H -1.23343 -5.17048 -4.24821
H 0.98068 -4.09706 -1.75286
H 1.76997 -3.66122 -2.99383
C 3.81773 2.22060 -4.62349
O 4.15182 0.86910 -4.63836
C 4.21657 0.31285 -3.31187
C 4.90389 -1.07810 -3.33721
C 5.03713 -1.58421 -1.94108
N 6.27531 -1.18879 -3.78571
H 2.74531 2.41511 -4.63688
H 4.30687 2.56213 -5.53574
H 4.30503 2.80317 -3.84167
H 4.81683 0.97088 -2.68356
H 3.25314 0.10270 -2.84738
H 4.30769 -1.70582 -3.99949
H 4.04471 -1.86714 -1.59015
H 5.51819 -0.86000 -1.28366
H 5.73440 -2.42117 -1.90358
H 6.90021 -0.72426 -3.14242
H 6.32094 -0.60372 -4.60773
C -1.65647 -1.66719 1.70272
O -0.53674 -0.96219 1.11671
C -0.92889 -0.11661 0.06230
C 0.33188 0.59545 -0.57427
C -0.15485 1.54556 -1.66352
N 1.29210 -0.29691 -1.17198
H -1.37240 -2.43053 2.42709
H -2.08037 -2.29373 0.91796
H -2.29628 -0.96210 2.23338
H -1.41214 -0.62443 -0.77238
H -1.63366 0.57877 0.51820
H 0.76376 1.27415 0.16122
H 0.69412 2.20389 -1.84778
H -1.04153 2.06298 -1.29722
H -0.58938 1.07697 -2.54653
H 1.15008 -0.43279 -2.16267
H 1.13563 -1.23737 -0.83859
C -1.33436 1.57799 3.56717
O -1.31657 1.18280 4.91490
C -0.66575 -0.09737 5.17092
C -1.04543 -0.50554 6.55409
C -0.33402 -1.84431 6.82243
N -2.45698 -0.55264 6.62286
H -0.30133 1.47349 3.23546
H -1.69323 2.60707 3.58427
H -2.17249 1.04510 3.11810
H -1.13922 -0.82737 4.51439
H 0.37851 0.18244 5.03191
H -0.60139 0.11099 7.33564
H 0.66558 -1.67300 7.22188
H -0.21633 -2.45149 5.92489
H -0.91170 -2.18909 7.68006
H -2.79983 -0.24928 7.52316
H -2.61782 0.14794 5.91333
C 1.80164 5.23308 -6.37753
O 0.94398 5.70924 -5.33901
C 0.56357 4.82436 -4.21882
C -0.59270 5.60191 -3.48152
C -1.38160 4.76267 -2.49857
N -1.59877 5.96832 -4.41122
H 2.34191 5.94227 -7.00464
H 1.14369 4.63360 -7.00666
H 2.58779 4.59612 -5.97212
H 0.19875 3.83220 -4.48459
H 1.44417 4.70203 -3.58821
H -0.12969 6.43116 -2.94666
H -1.85210 3.89780 -2.96627
H -2.27492 5.24474 -2.10147
H -0.58076 4.60795 -1.77551
H -1.46266 5.33329 -5.18472
H -1.16737 6.78230 -4.82527
C -4.68570 -0.66507 0.21486
O -5.09712 -2.04435 0.64674
C -6.08004 -2.71687 -0.17506
C -6.01139 -4.22734 0.04153
C -6.91085 -5.07333 -0.84682
N -6.47256 -4.44295 1.39335
H -5.63205 -0.18304 0.46014
H -4.46245 -0.64712 -0.85188
H -3.86758 -0.26411 0.81318
H -7.01583 -2.17903 -0.02297
H -5.95332 -2.53339 -1.24201
H -4.97696 -4.57065 0.05569
H -6.95763 -4.74538 -1.88526
H -7.84945 -5.35260 -0.36813
H -6.40477 -6.02130 -1.02941
H -5.80929 -3.95915 1.98167
H -6.44836 -5.40882 1.68764
C 0.84325 -4.03046 0.72218
O 1.29585 -4.24100 2.07045
C 2.00683 -3.15279 2.57720
C 2.38585 -3.37887 4.05419
C 2.92524 -2.13416 4.84341
N 3.33875 -4.47102 4.16735
H 1.68035 -3.57842 0.19017
H -0.07873 -3.45503 0.80550
H 0.49579 -5.00299 0.37354
H 2.88677 -3.16707 1.93409
H 1.47970 -2.25168 2.26379
H 1.49336 -3.71274 4.58343
H 2.27118 -1.26222 4.83859
H 3.85889 -1.76391 4.41997
H 3.09367 -2.40403 5.88595
H 3.20804 -5.13407 3.41676
H 4.26383 -4.06584 4.15452
C 2.66573 6.71719 4.26224
O 2.12979 6.04502 3.08796
C 3.02915 5.27504 2.28198
C 2.14793 4.61482 1.12371
C 1.15767 3.67666 1.73988
N 3.05538 3.80456 0.34864
H 2.95229 5.96082 4.99291
H 1.82281 7.23580 4.71900
H 3.46707 7.42661 4.05564
H 3.71455 5.99386 1.83296
H 3.69215 4.56401 2.77490
H 1.64686 5.39982 0.55733
H 0.32387 3.61156 1.04085
H 0.75593 3.98334 2.70561
H 1.49312 2.65089 1.89275
H 3.01028 4.19486 -0.58181
H 4.03833 3.99688 0.47872
O -3.42281 1.30087 -2.82167
H -2.47884 1.14282 -2.80838
H -3.56370 1.96923 -2.15109
O -3.91256 -1.62736 4.42892
H -4.37534 -2.35754 4.01794
H -3.91491 -1.83695 5.36289
O 3.53447 0.94205 -0.20524
H 3.16991 1.81860 -0.32761
H 2.83762 0.35050 -0.48934
```